An isolated ion of composition C4H7INO and charge +1 in a non-equilibrium geometry, computed with ωB97M-V with the def2-TZVPD basis set.

The energy above the lowest of the compared OMol25 structures with the same formula, charge and spin comes out at 261.6 kJ/mol. Its HOMO energy is -13.77 eV. Its spin multiplicity is 1. The LUMO energy comes out at -4.190 eV. The net charge is +1. The calculation puts the strongest force on any atom at 4.6 eV Å⁻¹.

XYZ file:
```
14
Properties=species:S:1:pos:R:3:forces:R:3:lowdin_charge:R:1
I 0.210 0.141 -3.289 0.0163 0.0327 -0.0030 0.991
O 1.687 0.292 -0.701 0.1085 1.3909 2.2576 -0.113
N -0.308 -0.210 0.443 0.6808 0.2192 -1.8305 -0.169
C -1.202 0.230 1.426 0.3554 -2.6287 3.7043 0.006
C 0.662 0.864 0.113 -0.7059 0.7206 -2.3299 -0.091
C 1.254 -0.546 -1.614 -3.2820 -1.2832 1.8048 -0.636
C -0.246 -1.235 -0.266 2.8031 0.0956 -2.1764 0.174
H 1.892 -1.379 -1.763 0.6583 -0.5499 -0.3885 0.072
H 0.921 1.318 1.067 1.1133 -0.0413 -0.4853 0.153
H -0.757 -2.152 -0.088 -0.8392 -0.3842 -0.0855 0.119
H 0.072 1.575 -0.524 0.5522 -0.2124 0.6353 0.147
H -1.849 -0.592 1.836 0.9459 0.7491 -0.2826 0.150
H -1.807 1.011 1.209 -1.9571 2.3597 -1.8006 0.083
H -0.528 0.683 2.151 -0.4496 -0.4681 0.9803 0.113
```
Positions in Å, forces in eV/Å.

---

C36H29N7O2RhSeSi as an isolated structure in a non-equilibrium geometry, computed with ωB97M-V with the def2-TZVPD basis set.

The energy above the lowest of the compared OMol25 structures with the same formula, charge and spin comes out at 0.0 kJ/mol. Its HOMO energy (spin up / spin down) is -10.91 / -10.85 eV. Its spin multiplicity is 5. Its expectation value of S² is 6.016. The LUMO energy (spin up / spin down) comes out at -3.392 / -6.168 eV. The net charge is +1. The calculation puts the strongest force on any atom at 1.9 eV Å⁻¹.

XYZ file:
```
77
Properties=species:S:1:pos:R:3:forces:R:3:lowdin_charge:R:1
Rh -0.260 -0.090 -0.241 -0.5772 1.7811 -0.4041 1.021
Se -0.926 1.473 1.551 0.4083 -0.0221 0.0269 0.835
Si -2.164 -2.584 0.809 0.1993 0.1947 0.0785 0.542
O 1.794 0.074 -0.171 0.2550 -0.6489 0.4684 -0.187
O -0.834 -1.845 0.070 -0.6793 -1.0306 -0.0644 -0.468
N 0.676 -1.009 -6.454 0.0610 -0.0842 -0.1007 0.199
N 1.661 2.764 1.448 0.1197 -0.0054 0.0518 0.158
N 4.329 -0.995 3.586 0.0507 -0.1057 0.1154 0.165
N 5.025 1.469 -0.180 0.0094 0.1588 -0.1392 0.171
N 1.518 -1.193 1.695 0.0188 -0.1111 -0.0456 0.175
N 1.330 1.751 3.340 0.0260 0.0505 0.0605 -0.038
N -0.600 0.823 -2.233 0.0109 -0.1286 -0.2211 -0.050
C -1.823 -2.558 2.633 0.0367 0.0066 0.3918 -0.234
C -1.568 1.713 -2.495 0.0364 0.0377 0.0873 -0.117
C -0.043 0.155 -3.248 0.0968 0.0606 0.0641 -0.049
C 0.799 2.020 2.149 -0.2674 -0.0466 -0.1517 -0.626
C 4.001 3.642 1.916 -0.0788 0.0176 0.0397 -0.009
C -1.972 -5.909 -1.622 -0.0051 -0.0208 0.0055 -0.074
C -4.930 -2.021 0.986 0.0795 -0.0606 0.0815 -0.076
C -1.994 -1.451 4.791 0.0339 -0.0622 0.0144 -0.095
C -2.286 -1.508 3.436 -0.0618 -0.0164 -0.0845 -0.114
C -3.007 -5.283 0.872 0.0088 0.1249 0.0655 -0.096
C -1.803 -4.637 -1.097 0.0062 0.1019 0.0436 -0.087
C 3.562 2.299 4.410 -0.0477 0.0260 -0.0907 0.004
C -3.183 -6.554 0.351 0.0098 -0.0344 -0.0401 -0.072
C -0.754 -3.501 4.599 0.0354 0.0129 0.0304 -0.070
C -4.879 0.325 -0.490 -0.0348 -0.0397 0.0365 -0.079
C 0.752 0.953 4.416 0.0501 0.0470 -0.1115 0.011
C 4.409 0.731 0.451 -0.0539 -0.3601 0.2516 -0.209
C -6.100 -1.314 0.764 -0.0433 0.0334 -0.0022 -0.062
C 0.180 -0.407 -5.614 -0.1056 0.1491 0.1795 -0.158
C -3.715 -0.397 -0.259 0.1137 0.0451 -0.0266 -0.123
C 4.955 3.617 2.908 -0.0054 -0.0359 0.1028 -0.046
C -1.456 1.265 -4.830 -0.0172 0.0274 -0.0307 0.029
C 4.107 -0.632 2.515 -0.0998 0.2169 -0.2163 -0.215
C -1.053 -3.553 3.246 0.0507 0.0473 -0.1379 -0.087
C 2.597 2.337 3.409 -0.0391 -0.1720 0.1181 -0.158
C -2.318 -4.297 0.158 0.0780 -0.3636 -0.2248 -0.238
C -3.704 -1.577 0.482 -0.0289 0.1945 -0.1710 -0.228
C 2.342 -0.451 0.905 -0.6590 0.2655 -0.2611 -0.480
C 4.741 2.954 4.132 0.0519 0.0414 -0.0613 -0.045
C -2.665 -6.868 -0.898 -0.0062 0.0010 0.0200 -0.071
C -1.226 -2.450 5.374 -0.0074 0.0199 -0.0001 -0.074
C -0.447 0.348 -4.561 0.0849 -0.0852 -0.1069 -0.180
C 2.813 2.978 2.199 -0.0387 0.1145 -0.1383 -0.175
C 3.646 -0.164 1.254 0.2439 0.1442 0.0532 -0.199
C -6.079 -0.138 0.025 0.0146 -0.0228 0.0058 -0.070
C -2.018 1.963 -3.776 0.0172 0.0125 0.0121 -0.011
H -4.974 -2.935 1.567 -0.0124 -0.0313 0.0056 0.108
H 1.524 3.025 0.485 -0.0034 -0.0051 -0.0150 0.169
H -2.797 -7.861 -1.304 -0.0072 -0.0185 -0.0082 0.109
H -1.980 2.236 -1.640 -0.0165 -0.0226 -0.0137 0.106
H -2.907 -0.734 2.999 -0.0396 0.0192 -0.0165 0.089
H -0.205 0.548 4.098 0.0405 -0.0087 -0.0117 0.041
H 1.435 0.137 4.641 -0.0105 -0.0375 0.0303 0.103
H -2.798 2.691 -3.942 -0.0013 0.0081 0.0046 0.124
H 5.534 2.945 4.866 0.0086 0.0127 0.0135 0.116
H -3.406 -5.059 1.856 -0.0092 -0.0019 0.0333 0.103
H 0.753 -0.538 -3.006 -0.0197 -0.0158 -0.0147 0.136
H -1.783 1.426 -5.848 -0.0068 -0.0005 -0.0024 0.139
H -4.857 1.235 -1.076 0.0273 0.0142 -0.0080 0.101
H -6.995 0.408 -0.154 -0.0158 0.0130 0.0062 0.110
H 5.903 4.106 2.738 0.0238 0.0054 -0.0049 0.117
H -0.161 -4.283 5.054 0.0045 -0.0219 -0.0010 0.110
H -1.563 -6.156 -2.592 0.0138 0.0097 -0.0177 0.107
H -0.681 -4.383 2.655 -0.0166 -0.0481 -0.0083 0.110
H 0.619 1.584 5.293 -0.0147 -0.0250 0.0230 0.112
H -1.008 -2.418 6.433 0.0115 0.0002 0.0193 0.109
H 3.411 1.765 5.336 -0.0073 -0.0111 0.0312 0.121
H -3.717 -7.303 0.918 -0.0119 -0.0091 0.0214 0.108
H 4.178 4.125 0.967 0.0052 -0.0271 -0.0222 0.120
H 0.659 -1.529 1.261 0.4636 -0.3627 0.4304 0.032
H -1.254 -3.898 -1.669 0.0130 0.0124 -0.0186 0.094
H -7.035 -1.679 1.167 -0.0156 -0.0185 0.0033 0.111
H -2.791 -0.028 -0.697 0.0530 -0.0048 -0.0614 0.033
H -2.379 -0.641 5.397 -0.0279 0.0185 0.0038 0.110
H 1.884 -1.776 2.432 0.2208 0.0807 0.0244 0.113
```
Positions in Å, forces in eV/Å.

---

A 2-piece molecular cluster, C4H9N2O overall in a non-equilibrium geometry, computed with ωB97M-V with the def2-TZVPD basis set.

The energy above the lowest of the compared OMol25 structures with the same formula, charge and spin comes out at 65.1 kJ/mol. Its HOMO energy (spin up / spin down) is -18.56 / -18.49 eV. Its spin multiplicity is 2. Its expectation value of S² is 0.760. The LUMO energy (spin up / spin down) comes out at -9.443 / -13.686 eV. The net charge is +2. The calculation puts the strongest force on any atom at 3.7 eV Å⁻¹.

XYZ file:
```
16
Properties=species:S:1:pos:R:3:forces:R:3:lowdin_charge:R:1
O 2.536 -0.848 -2.072 -0.7634 0.6312 0.6091 -0.042
N -0.740 0.222 -1.335 -0.4919 -0.3123 -0.1983 0.207
N -0.490 -0.806 0.562 0.3731 1.5541 -0.4373 0.216
C -0.614 1.028 2.214 -0.0854 -0.5841 0.7084 0.066
C -0.995 1.166 -0.369 1.8443 -0.4059 -2.4237 0.212
C -0.583 0.549 0.827 -1.8752 -0.9262 3.0287 -0.095
C -0.524 -0.978 -0.769 0.6775 -0.6899 2.0662 0.093
H -1.229 2.194 -0.618 -0.0573 0.0026 0.1594 0.192
H -0.620 0.327 -2.340 -0.4560 0.4725 -0.1777 0.219
H -1.110 0.247 2.819 0.1113 -0.0117 -0.1432 0.138
H 0.382 1.064 2.685 0.1663 0.0379 -0.2996 0.151
H -1.126 1.952 2.483 0.1156 0.2672 -0.8005 0.129
H -0.335 -2.012 -1.058 -0.2044 0.4947 -1.3539 0.204
H 3.447 -0.887 -1.781 0.4169 0.1579 0.1352 0.057
H 2.404 -1.674 -2.514 0.0396 -0.8465 -0.6753 0.030
H -0.402 -1.545 1.265 0.1890 0.1585 -0.1977 0.224
```
Positions in Å, forces in eV/Å.

---

A 2-piece molecular cluster, CBrClN2O4 overall, computed with ωB97M-V with the def2-TZVPD basis set.

The energy above the lowest of the compared OMol25 structures with the same formula, charge and spin comes out at 0.0 kJ/mol. Its HOMO energy (spin up / spin down) is -10.55 / -11.22 eV. Its spin multiplicity is 3. Its expectation value of S² is 2.009. The LUMO energy (spin up / spin down) comes out at -0.761 / -4.592 eV. The calculation puts the strongest force on any atom at 0.9 eV Å⁻¹.

XYZ file:
```
9
Properties=species:S:1:pos:R:3:forces:R:3:lowdin_charge:R:1
Br 0.922 0.000 -2.003 0.0759 0.0104 -0.0746 0.998
Cl 1.280 2.369 0.890 0.0023 0.0285 0.0332 0.178
O 0.020 -1.405 1.496 -0.2763 -0.3781 0.6507 0.122
O -1.750 0.726 -1.381 -0.5178 0.2894 -0.2135 0.034
O -1.802 0.368 0.751 -0.4349 0.2397 0.6771 0.111
O 1.880 -1.170 0.422 0.6460 -0.1908 0.2382 0.027
N -1.291 0.337 -0.332 0.5313 -0.4690 -0.1521 -0.433
N 0.700 -0.996 0.596 -0.4115 0.3582 -0.3469 -0.442
C 0.040 -0.229 -0.439 0.3851 0.1116 -0.8122 -0.595
```
Positions in Å, forces in eV/Å.